{
  "formula": "C63H58ClN2O15PS2",
  "method": "ωB97M-V/def2-TZVPD",
  "multiplicity": 1,
  "smiles": "[H]/N=C(\\C)C[C@]1([C@H](C)CC)[C@@](C#C)(CCCCl)[C@H](COCOCCO)OS(=O)(=O)[C@@]1(N=C=S)P(=O)(O)O.O=C1c2ccccc2C(=O)c2ccccc21.O=C1c2ccccc2C(=O)c2ccccc21.O=C1c2ccccc2C(=O)c2ccccc21",
  "de_lowest_kcal_mol": 238.9,
  "total_charge": 0,
  "symbols": ["Cl", "S", "S", "P", "O", "O", "O", "O", "O", "O", "O", "O", "O", "O", "O", "O", "O", "O", "O", "N", "N", "C", "C", "C", "C", "C", "C", "C", "C", "C", "C", "C", "C", "C", "C", "C", "C", "C", "C", "C", "C", "C", "C", "C", "C", "C", "C", "C", "C", "C", "C", "C", "C", "C", "C", "C", "C", "C", "C", "C", "C", "C", "C", "C", "C", "C", "C", "C", "C", "C", "C", "C", "C", "C", "C", "C", "C", "C", "C", "C", "C", "C", "C", "C", "H", "H", "H", "H", "H", "H", "H", "H", "H", "H", "H", "H", "H", "H", "H", "H", "H", "H", "H", "H", "H", "H", "H", "H", "H", "H", "H", "H", "H", "H", "H", "H", "H", "H", "H", "H", "H", "H", "H", "H", "H", "H", "H", "H", "H", "H", "H", "H", "H", "H", "H", "H", "H", "H", "H", "H", "H", "H"],
  "xyz": [[0.2653, -6.7657, 5.3438], [-3.9352, -5.1704, -1.7457], [-3.0431, -1.8185, -0.4128], [-1.0470, -1.5072, -2.5397], [-8.0005, -4.8930, 1.0191], [-4.1527, -2.2696, 3.9636], [-6.1938, -3.0259, 2.8533], [-3.3820, 8.3514, -8.8147], [0.3785, -1.8786, -3.4474], [-3.0402, -0.3152, -0.0819], [-3.4844, -2.8059, 0.8483], [-2.2120, -2.1224, -3.7054], [-3.9917, 4.8163, -4.8654], [-0.0912, 8.1979, -1.0468], [10.8516, -3.9898, 3.8084], [-1.4187, 0.0140, -2.6058], [5.7750, -5.2072, 2.7082], [-0.6997, 4.6604, 2.9018], [-4.1440, -1.8970, -1.4579], [0.8209, -5.7255, -0.3498], [-1.2987, -3.8411, -1.4579], [-0.5393, -5.2532, 4.6099], [-1.0827, 4.2617, -2.0631], [-1.0216, 3.7223, 0.2884], [-2.8309, 8.7099, -3.8650], [8.0081, -5.2315, 1.9854], [-2.4224, -4.4321, -1.6450], [0.4601, 8.5547, 3.9030], [-1.5005, -4.5671, 1.4826], [-1.8242, -5.8447, 1.3030], [8.6800, -6.0816, -0.1728], [1.0266, -3.1091, -0.1781], [-0.4669, 0.0352, 1.8457], [-1.2027, 3.3285, -1.0351], [-4.0020, 5.2056, -7.1803], [9.6950, -4.2937, 3.5674], [10.3254, -5.1211, 1.3082], [-1.0226, -3.0052, 1.6796], [-0.5337, 5.4623, 1.9965], [-0.7671, 5.5853, -1.7699], [1.3931, -4.6065, 0.1340], [-0.3091, -2.3441, 0.3389], [0.3238, -0.9288, 0.7651], [-3.4918, 7.5347, -7.9140], [7.6848, -5.8347, 0.7682], [0.0550, 7.2541, 3.6182], [0.4115, -4.5067, 3.5227], [-4.3746, 4.4156, -9.8297], [-4.3137, 3.8767, -7.4781], [-0.2008, 7.3801, -0.1462], [-0.0872, -3.0930, 2.9767], [-0.5707, 5.9798, -0.4441], [-0.7102, 5.0509, 0.5870], [-3.4354, 7.0141, -5.4746], [-2.6214, 9.6186, -4.9005], [9.9982, -5.7163, 0.0935], [7.3065, -4.3812, 4.2843], [-3.8623, 6.1339, -8.2116], [1.8894, -0.1152, -1.4093], [6.9408, -4.9568, 2.9720], [-3.8254, 5.6177, -5.7706], [0.0417, 7.7758, 1.2586], [0.4548, 9.0779, 1.5477], [9.3315, -4.8881, 2.2617], [-6.8770, -4.0168, 0.6896], [-3.2897, -3.2042, 3.2101], [0.6691, 9.4638, 2.8677], [8.9733, -3.5753, 5.8363], [-5.3348, -1.9204, 3.2195], [-4.4947, 3.4830, -8.8012], [-2.8357, 9.2327, -6.2205], [-0.1439, 6.8590, 2.2932], [-3.2366, 7.4094, -4.1497], [-7.0082, -2.7272, 1.6812], [8.6364, -4.0818, 4.5787], [6.3117, -4.1509, 5.2379], [0.7990, 0.1610, -0.3010], [6.6504, -3.6410, 6.4877], [-1.3487, -2.4021, -0.9417], [7.9815, -3.3602, 6.7896], [-2.5510, -2.4432, 1.9518], [-4.0587, 5.7390, -9.5372], [-3.2494, 7.9306, -6.5095], [2.7401, -4.9318, 1.0309], [-4.4121, 3.1447, -6.6813], [-1.4586, -5.6657, 4.0187], [2.7593, -4.1295, 1.8834], [-6.8350, -3.7095, -0.4198], [-6.6558, -1.8184, 1.0680], [0.9974, 10.4748, 3.0897], [-5.0116, -1.2483, 2.3249], [-1.4400, 2.2933, -1.2651], [-0.6933, -2.6031, 3.8535], [0.6186, 8.8589, 4.9334], [11.3557, -4.8438, 1.5117], [-1.2363, 0.7308, 1.3521], [2.6045, -5.9442, 1.5957], [-8.0899, -2.5520, 2.0452], [0.6146, 9.7929, 0.7455], [-1.2311, 3.9561, -3.0947], [1.3919, -4.3067, 4.1370], [10.7728, -5.9008, -0.6449], [1.4519, 0.2423, -2.4355], [-2.9810, -1.5055, -3.7445], [-3.8931, -4.1238, 2.8156], [-0.8232, -0.5064, 2.7886], [8.4274, -6.5575, -1.1158], [0.3436, 0.7747, 2.2641], [-3.3928, 6.7046, -3.3377], [2.8533, 0.5376, -1.2874], [-0.9539, -4.5632, 5.4293], [-0.1009, 6.5488, 4.4295], [5.2727, -4.3722, 5.0106], [-3.9618, 6.4600, -10.3440], [-7.9063, -5.7059, 0.4663], [0.8754, -2.4314, 2.9573], [-5.9703, -1.2206, 3.9062], [6.6582, -6.1173, 0.5523], [0.4430, -2.8670, -3.5486], [1.3113, -1.1024, 1.3882], [-1.6308, -6.9653, 1.0665], [-2.6723, 9.0141, -2.8345], [3.7015, -4.8959, 0.3949], [2.2667, -1.1758, -1.5949], [-2.2926, 10.6295, -4.6786], [-4.5230, 4.1097, -10.8611], [8.2464, -2.9713, 7.7684], [1.3155, -6.5642, 0.0003], [-0.6703, 6.3063, -2.5769], [-2.6756, 9.9475, -7.0228], [0.7154, -5.3123, 2.7716], [-5.8907, -4.5805, 0.9413], [-2.5715, -3.6099, 3.9972], [-1.1198, 2.9900, 1.0849], [1.0978, -3.0489, -1.3498], [-4.7318, 2.4483, -9.0307], [1.3390, 0.9649, 0.3739], [-0.1479, 0.7845, -0.6135], [5.8762, -3.4664, 7.2290], [2.0255, -2.5401, 0.0631], [-2.6673, -1.3525, 2.2072], [10.0085, -3.3511, 6.0779]],
  "forces_ev_per_a": [[-0.498, 1.559, -0.610], [4.885, 1.977, 0.111], [-6.147, 5.822, -2.201], [-2.588, 5.204, -6.525], [1.026, -0.168, -1.284], [-0.486, -1.460, -1.928], [1.165, 1.594, -0.735], [-0.039, -0.298, 0.300], [-2.592, -1.076, 2.639], [1.683, -5.057, 0.654], [2.661, 2.214, -1.469], [1.892, 0.123, 2.362], [0.080, 0.245, -0.299], [-0.062, -0.215, 0.306], [-0.403, -0.106, -0.085], [2.164, -4.495, 1.273], [0.324, 0.092, 0.055], [0.081, 0.260, -0.249], [3.546, -1.838, 2.551], [1.029, 3.991, 0.980], [-4.701, -0.713, -0.149], [-1.558, 0.229, -1.694], [0.063, 0.199, 0.104], [-0.034, -0.078, -0.283], [-0.060, -0.167, -0.094], [0.195, -0.147, -0.350], [-0.784, -0.127, 0.563], [-0.059, -0.187, -0.138], [-0.760, -6.706, -1.703], [3.066, 6.761, 0.768], [-0.105, 0.091, 0.213], [1.903, -0.641, -1.759], [1.051, 0.604, 0.277], [0.021, 0.084, 0.228], [-0.071, -0.290, -0.384], [1.051, 0.275, 0.212], [-0.010, -0.113, -0.226], [-2.003, -2.941, -0.649], [-0.168, -0.742, 0.708], [-0.051, -0.241, -0.105], [0.615, -4.707, -0.036], [1.225, -0.029, 0.269], [0.730, 2.366, 1.971], [0.118, 0.773, -0.794], [0.147, -0.065, -0.231], [0.084, 0.227, 0.094], [1.243, -1.015, 1.954], [0.056, 0.196, 0.151], [-0.049, -0.150, -0.232], [0.081, 0.622, -0.846], [0.284, 1.191, 1.771], [-0.097, -0.276, -0.245], [-0.046, -0.281, -0.274], [0.112, 0.346, 0.228], [-0.080, -0.173, -0.202], [-0.041, 0.086, 0.223], [-0.072, 0.153, 0.401], [-0.111, -0.362, -0.251], [0.382, 0.869, -2.111], [-0.995, -0.228, -0.215], [-0.140, -0.672, 0.823], [0.134, 0.250, 0.366], [0.056, 0.147, 0.236], [0.048, -0.165, -0.418], [0.228, 0.242, 0.966], [-0.126, -0.423, 0.149], [-0.070, -0.158, -0.187], [-0.143, 0.064, 0.228], [-0.840, 2.083, 0.458], [0.044, 0.172, 0.206], [0.062, 0.149, 0.233], [0.112, 0.371, 0.251], [0.083, 0.217, 0.103], [0.001, -0.935, -1.107], [-0.197, 0.102, 0.421], [0.017, 0.089, 0.243], [0.149, 1.911, 1.279], [0.034, -0.078, -0.230], [0.991, -1.767, 0.929], [0.102, -0.066, -0.244], [-0.512, -0.873, 2.763], [-0.049, -0.237, -0.109], [0.121, 0.227, 0.330], [-1.230, 1.333, 0.883], [0.038, 0.262, -0.014], [1.682, 0.661, 1.256], [0.470, -1.344, -1.573], [-0.348, -0.363, 1.623], [-0.288, -1.170, 1.253], [-0.051, -0.126, -0.040], [-0.672, -1.461, 0.999], [-0.052, 0.125, -0.047], [1.072, -0.869, -1.553], [-0.025, -0.052, -0.130], [-0.223, -0.001, 0.131], [0.784, -1.533, 0.839], [0.381, 1.745, -1.372], [1.638, -0.453, -0.849], [-0.090, -0.245, 0.021], [-0.017, 0.033, 0.142], [-1.685, -0.145, -1.226], [-0.094, 0.030, 0.108], [0.839, -0.768, 1.820], [0.892, -0.394, 0.512], [1.012, 1.879, 0.567], [0.146, 0.761, -1.556], [0.022, 0.068, 0.124], [-1.351, -1.441, -0.853], [-0.006, -0.013, -0.241], [-1.864, -1.172, 0.146], [1.058, -1.119, -1.016], [-0.006, -0.010, -0.259], [0.229, -0.038, -0.112], [0.033, 0.001, 0.262], [-0.150, 0.961, 0.691], [-1.922, -1.094, -0.586], [1.395, -1.202, -0.883], [0.128, 0.115, 0.189], [-0.132, 1.075, -0.018], [-2.023, -0.481, -1.380], [-0.830, 2.644, 0.639], [0.017, -0.070, -0.128], [-1.579, -0.034, 1.120], [-0.791, 1.411, 0.514], [-0.047, -0.132, -0.036], [0.022, 0.054, 0.132], [-0.020, -0.049, -0.139], [-0.066, 0.782, -0.147], [0.037, 0.003, 0.242], [-0.092, -0.245, 0.021], [-0.700, 1.470, 0.722], [-1.480, 1.206, -0.376], [-0.823, 0.760, -1.263], [0.025, 0.268, -0.011], [-0.568, -0.157, 2.157], [0.028, 0.135, 0.049], [-1.136, -1.650, -1.012], [1.933, -1.661, -0.128], [0.095, -0.031, -0.106], [-2.302, -0.859, 0.154], [0.426, -1.042, -0.744], [-0.136, -0.077, -0.215]],
  "mulliken_charge": [-0.229, -0.142, 1.075, 0.674, -0.568, -0.482, -0.308, -0.678, -0.522, -0.664, 0.422, -0.573, -0.698, -0.705, -0.676, -0.641, -0.670, -0.692, -0.620, -0.560, -0.312, -0.549, -1.067, -0.732, -0.441, 0.267, 0.367, -0.471, -0.898, -1.245, -0.543, -0.727, -1.147, 0.055, 0.188, 0.542, -0.611, 2.939, 0.434, -0.681, -0.409, 1.564, -0.839, 0.554, -0.471, -0.519, -0.423, -0.439, -0.524, 0.653, -0.633, 0.415, 0.097, 0.332, -0.574, -0.458, 0.111, 0.205, -1.147, 0.433, 0.552, 0.177, -0.498, 0.255, 0.175, -0.020, -0.476, -0.631, -0.260, -0.503, -0.579, 0.123, -0.665, -0.401, 0.390, -0.550, 0.422, -0.570, 0.260, -0.413, -1.601, -0.570, 0.301, -1.259, 0.490, 0.173, 0.135, 0.264, 0.215, 0.395, 0.192, 0.421, 0.655, 0.392, 0.462, -0.026, 0.438, 0.352, 0.461, 0.516, 0.247, 0.389, 0.221, 0.341, 0.277, 0.214, 0.405, 0.496, 0.558, 0.334, 0.377, 0.453, 0.637, 0.458, 0.302, 0.281, 0.312, 0.449, 0.410, 0.519, 0.336, 0.385, 0.322, 0.219, 0.402, 0.394, 0.388, 0.365, 0.572, 0.460, 0.143, -0.069, -0.145, 0.706, 0.131, 0.394, 0.556, -0.942, 0.400, 0.818, 0.791, 0.461]
}